Record 1
{
  "formula": "C20H50F4K2N2O18S4",
  "method": "the ωB97M-V functional and the def2-TZVPD basis",
  "total_charge": 0,
  "e_lumo_ha": -0.1403,
  "e_homo_ev": -8.6,
  "symbols": ["K", "K", "N", "S", "O", "O", "F", "S", "O", "O", "F", "N", "S", "O", "O", "F", "S", "O", "O", "F", "C", "O", "C", "C", "O", "C", "H", "H", "H", "H", "H", "H", "H", "H", "H", "H", "C", "O", "C", "C", "O", "C", "H", "H", "H", "H", "H", "H", "H", "H", "H", "H", "C", "O", "C", "C", "O", "C", "H", "H", "H", "H", "H", "H", "H", "H", "H", "H", "C", "O", "C", "C", "O", "C", "H", "H", "H", "H", "H", "H", "H", "H", "H", "H", "C", "O", "C", "C", "O", "C", "H", "H", "H", "H", "H", "H", "H", "H", "H", "H"],
  "coordinates": [[-3.808169, 3.689233, 4.006097], [-3.464689, -2.336687, 5.348937], [-0.606269, -6.865757, 5.641477], [1.144481, -6.826627, 6.061257], [2.079621, -7.713797, 5.351167], [1.522421, -6.224047, 7.359917], [1.580211, -5.496337, 5.152497], [-0.954409, -7.438177, 6.959187], [-1.434579, -6.435187, 7.879377], [-0.262459, -8.639967, 7.420687], [-2.300159, -8.209147, 6.445737], [-4.027039, -0.499517, 0.590487], [-5.260069, -0.906157, -0.534293], [-5.812569, -2.303257, -0.274233], [-5.188229, -0.342037, -1.864973], [-6.335639, 0.144873, 0.047047], [-2.960649, -0.948687, -0.361203], [-2.370179, -0.032577, -1.284953], [-2.948919, -2.412747, -0.748443], [-1.772749, -1.073107, 0.723147], [1.999261, 0.654293, -6.727053], [1.668091, 0.276293, -8.093213], [2.209081, -1.031057, -8.525863], [1.216351, -2.163137, -8.358203], [0.005701, -2.279637, -9.070513], [-1.116029, -1.500307, -8.484033], [1.729491, -0.225257, -6.142463], [1.420201, 1.467083, -6.288713], [3.048481, 0.924863, -6.608633], [3.058211, -1.339567, -7.916023], [2.423271, -0.910887, -9.587833], [1.001741, -2.472227, -7.335213], [1.767991, -3.016587, -8.752463], [-0.740479, -0.492867, -8.304863], [-1.482469, -2.017387, -7.597203], [-1.835299, -1.532317, -9.302413], [-10.597059, 0.441573, 7.014297], [-11.538429, -0.630237, 6.926037], [-11.398629, -1.479877, 5.797767], [-10.051149, -2.015127, 5.297357], [-9.234829, -2.413257, 6.418827], [-9.306099, -3.794717, 6.663447], [-10.656299, 0.979223, 6.067977], [-9.612519, -0.005077, 7.153157], [-10.797789, 1.202533, 7.768447], [-11.728439, -0.898687, 4.936637], [-12.051279, -2.326517, 6.010757], [-9.430429, -1.334267, 4.714927], [-10.195209, -2.840537, 4.600187], [-8.935229, -4.427867, 5.857427], [-10.352699, -4.059557, 6.813787], [-8.838529, -3.873957, 7.644877], [10.802631, -5.139687, -2.381323], [9.839981, -5.710687, -1.461973], [8.501401, -6.047907, -2.047073], [7.771971, -4.841717, -2.575193], [7.672081, -3.930447, -1.556053], [6.329191, -3.406227, -1.376193], [10.966481, -5.554797, -3.375773], [11.802981, -5.134287, -1.948463], [10.507221, -4.093507, -2.460933], [7.885821, -6.433917, -1.234573], [8.622121, -6.823447, -2.803423], [6.771901, -5.040227, -2.960613], [8.297531, -4.420717, -3.432303], [6.076731, -2.978417, -2.346423], [6.366181, -2.543187, -0.711433], [5.667181, -4.093787, -0.849793], [6.460321, 0.692693, 3.916567], [6.437631, 1.796803, 2.941197], [5.238111, 2.564423, 2.989537], [5.078951, 3.590673, 1.856357], [5.546941, 3.159073, 0.574607], [6.949361, 2.919823, 0.290677], [6.939431, -0.113487, 3.361037], [5.539131, 0.359173, 4.394347], [7.100881, 0.935653, 4.764367], [5.240301, 3.039453, 3.970577], [4.421921, 1.852043, 2.869347], [5.700151, 4.434083, 2.157797], [4.066491, 3.818423, 1.522947], [7.221991, 3.124323, -0.744683], [7.169461, 1.860393, 0.422077], [7.552021, 3.524433, 0.968437], [-3.155439, 7.344433, -2.721553], [-2.448059, 7.965303, -1.675523], [-1.306839, 8.831323, -2.001863], [-1.665159, 10.116133, -2.781793], [-2.381529, 10.877433, -1.715513], [-3.190089, 11.933573, -2.117833], [-3.705029, 6.488953, -2.328873], [-2.522189, 6.975813, -3.528533], [-3.917839, 7.990103, -3.157383], [-0.698769, 8.123103, -2.564703], [-0.784399, 9.072383, -1.076093], [-2.255989, 9.835093, -3.653593], [-0.805839, 10.561743, -3.282893], [-4.090679, 11.816963, -1.514973], [-3.511199, 11.887523, -3.158443], [-2.574419, 12.819843, -1.964253]],
  "forces_ev_per_a": [[0.0, 0.0, -0.3], [0.2, -0.6, -0.2], [6.2, 1.7, -3.1], [4.4, 3.4, -2.5], [-2.8, 0.1, 2.0], [-1.6, -2.2, -1.9], [-1.5, -0.3, 0.1], [-5.1, -4.5, 5.0], [0.2, -0.8, 0.2], [0.3, 2.1, 0.0], [-0.3, 0.8, 0.2], [-4.7, 0.4, -0.7], [-4.6, -2.4, 0.9], [1.7, 5.1, -0.8], [0.8, -1.4, 1.3], [0.0, -0.7, 0.8], [8.7, -6.0, -2.3], [-0.9, 0.4, 0.0], [-1.3, 4.0, 0.3], [0.2, 0.7, 0.9], [-0.3, -1.5, -0.6], [0.7, 0.2, 0.3], [-2.0, 1.5, 0.7], [-0.1, -1.8, -0.1], [-0.8, 1.6, 0.3], [1.7, -0.9, -1.4], [0.4, 0.0, 0.6], [-0.4, 0.1, -0.9], [0.2, -0.2, -0.1], [0.4, 0.3, -0.2], [0.3, 0.0, 0.1], [0.2, 0.6, 0.6], [0.4, -0.2, 0.0], [-0.4, 0.0, 0.2], [0.0, 0.2, 0.1], [-0.3, 0.2, 0.4], [-0.1, -0.7, -1.2], [0.6, 0.0, 0.9], [-0.1, 0.5, -0.8], [1.1, 0.2, 1.5], [0.1, 0.3, -1.3], [-0.9, 0.4, 1.0], [0.4, 0.2, -0.3], [0.2, 0.3, 0.0], [-0.5, -0.7, 0.4], [-0.7, -0.2, -0.4], [-0.1, 0.2, -0.1], [-0.3, 0.6, 0.2], [-0.4, -0.3, 0.1], [0.5, 0.1, 0.1], [-0.2, -0.3, 0.0], [0.4, -0.8, -0.3], [-0.7, 0.9, 0.9], [-0.8, -0.9, -1.4], [1.4, 0.2, 0.5], [0.2, -0.3, -0.9], [-1.0, 1.6, 1.8], [1.7, 0.7, 0.0], [-0.8, -0.6, -0.1], [-0.2, -0.3, 0.6], [0.2, 0.2, -0.5], [0.5, -0.1, 0.2], [0.1, 0.0, -0.1], [-0.1, -0.8, 0.0], [0.3, 0.3, -0.2], [-1.0, -0.5, 0.0], [0.5, 0.0, 0.1], [-0.2, -0.4, -0.8], [1.0, 0.7, -0.8], [-0.4, -0.6, 0.7], [-0.4, -1.1, -0.2], [2.4, -0.6, -1.0], [0.5, -0.5, -1.0], [-0.7, -0.2, 1.0], [-0.2, -0.2, 0.2], [-0.6, 0.3, -0.7], [0.2, 0.3, -0.1], [-0.6, 0.4, 0.1], [-0.4, -0.1, 0.4], [-0.4, 0.7, -0.1], [-0.2, 0.3, 1.2], [-0.6, 0.5, 0.0], [0.1, 0.0, 0.4], [0.2, -0.1, 0.0], [-0.1, 0.2, -0.2], [0.4, 1.0, 0.8], [-0.9, -1.3, -1.1], [-0.9, -1.0, 2.0], [1.7, -2.0, -2.1], [0.0, 0.1, -0.2], [0.2, 0.0, 0.3], [0.3, 0.0, -0.1], [0.0, 0.3, -0.1], [0.7, 0.5, -0.4], [-0.4, 0.0, 0.0], [-0.9, 0.2, 0.3], [0.4, 0.6, 0.8], [0.0, 0.8, 0.2], [0.1, -0.1, -0.2], [-0.8, 0.6, 0.1]]
}

***

Record 2
{
  "formula": "C7H10N4O3",
  "method": "the ωB97M-V functional and the def2-TZVPD basis",
  "total_charge": -2,
  "e_lumo_ha": [0.2097, 0.2097],
  "e_homo_ev": [-1.8, -0.7],
  "symbols": ["C", "C", "C", "C", "C", "C", "C", "N", "N", "N", "N", "O", "O", "O", "H", "H", "H", "H", "H", "H", "H", "H", "H", "H"],
  "coordinates": [[-2.417174, -0.231323, 1.182976], [-0.020446, -2.591398, -0.810990], [1.148853, 1.658889, 0.642247], [2.396112, 0.099059, -0.911182], [-0.042454, 0.593862, -1.280701], [-0.116443, -1.659495, 0.364538], [1.050388, 0.401191, -0.232954], [-3.348306, -0.547475, 2.077429], [-2.430926, 1.055891, 0.833684], [-3.975935, 0.609973, 2.285861], [-3.433211, 1.559670, 1.550427], [-0.639321, -3.668916, -0.671004], [0.721229, -2.278456, -1.776690], [0.774075, -0.657896, 0.681127], [1.453163, 2.521638, 0.048806], [0.173404, 1.848180, 1.081024], [1.872843, 1.501881, 1.442165], [2.272434, -0.829618, -1.464958], [3.174224, -0.026176, -0.156223], [2.681018, 0.903942, -1.589781], [0.171499, 1.477735, -1.881806], [-0.072841, -0.285673, -1.920167], [-1.000014, 0.715466, -0.779531], [-0.392171, -2.170951, 1.285702]],
  "forces_ev_per_a": [[0.3, -0.1, -0.2], [0.2, -0.5, -0.6], [-0.1, -0.4, -0.1], [-0.3, -0.1, 0.2], [0.0, -0.4, 0.2], [-0.1, 0.5, 1.5], [0.5, 0.7, -0.6], [0.6, -0.4, -0.4], [0.3, -0.6, -0.1], [-0.3, 0.7, 0.1], [-0.6, 0.1, 0.5], [-0.2, 0.1, 0.2], [0.1, 0.2, -0.1], [-0.6, -0.7, -0.3], [0.0, 0.0, -0.1], [-0.1, 0.1, 0.1], [0.1, 0.0, 0.1], [0.1, 0.0, -0.1], [0.1, 0.0, 0.1], [0.0, 0.1, 0.0], [0.1, 0.1, 0.0], [0.0, 0.1, -0.1], [0.0, 0.2, -0.1], [-0.1, 0.2, -0.2]]
}

***

Record 3
{
  "formula": "C18H15FeN2O4",
  "method": "the ωB97M-V functional and the def2-TZVPD basis",
  "spin_multiplicity": 5,
  "total_charge": 1,
  "e_lumo_ha": [-0.1393, -0.2766],
  "e_homo_ev": [-8.2, -10.9],
  "s_squared": 6.094,
  "symbols": ["O", "C", "Fe", "C", "O", "C", "O", "C", "C", "C", "C", "C", "C", "C", "H", "H", "H", "H", "H", "H", "H", "C", "O", "C", "C", "C", "C", "C", "C", "N", "C", "N", "H", "H", "H", "H", "H", "H", "H", "H"],
  "coordinates": [[-5.288385, -1.683058, -3.853876], [-4.288223, -1.347788, -3.356532], [-2.916821, -1.063079, -2.321783], [-3.981934, -1.017888, -0.893758], [-4.751422, -1.155535, -0.033921], [-2.768393, -2.823467, -2.080687], [-2.874470, -3.964010, -1.897472], [-0.681911, -0.292693, -0.978940], [0.100949, -0.975526, -1.882036], [-0.280764, -1.258945, -3.186548], [-1.534695, -0.949031, -3.792550], [-2.151637, 0.349998, -3.719652], [-2.044677, 1.100279, -2.576713], [-1.860062, 0.418661, -1.320274], [-0.400163, -0.314802, 0.084688], [1.083361, -1.345517, -1.548021], [0.399374, -1.883867, -3.767457], [-1.815121, -1.584365, -4.647475], [-2.697932, 0.721262, -4.595661], [-2.350500, 2.147659, -2.561776], [-2.382023, 0.862913, -0.461090], [2.038115, -1.639656, 4.847718], [2.822055, -0.419876, 4.798993], [2.679245, 0.390368, 3.719415], [1.799808, 0.085874, 2.655201], [1.756496, 0.987969, 1.598222], [2.546645, 2.153391, 1.598555], [3.404139, 2.465618, 2.635108], [3.473433, 1.579775, 3.704593], [2.243440, 2.818285, 0.407528], [1.311512, 2.074185, -0.269328], [1.016177, 0.990497, 0.432368], [2.323041, -2.100685, 5.795922], [0.960757, -1.415790, 4.832974], [2.287089, -2.301203, 4.004217], [1.165795, -0.809659, 2.622072], [3.993532, 3.379943, 2.587899], [4.124524, 1.751569, 4.557551], [2.633311, 3.692806, 0.091185], [0.906336, 2.375389, -1.228660]],
  "forces_ev_per_a": [[2.4, 0.8, 0.9], [-4.3, -0.8, -2.0], [-0.2, 0.5, 1.8], [-2.3, -0.4, 2.2], [1.7, 0.5, -1.7], [0.1, -4.3, 0.7], [0.4, 2.4, -0.4], [-0.5, -0.7, 1.1], [1.0, 0.0, -0.3], [0.4, -0.5, -0.1], [0.8, -0.1, -1.9], [0.3, -0.4, -0.7], [-0.2, 1.7, -0.3], [0.0, 0.5, 1.2], [-0.8, -0.4, -1.1], [-0.5, 0.1, -0.1], [-0.3, 0.0, 0.1], [0.4, 0.7, 0.1], [0.2, -0.1, 0.3], [-0.3, -0.3, -0.1], [0.4, 0.1, -0.4], [-0.1, -0.3, 0.1], [-0.3, 1.4, -2.0], [-0.3, -1.6, 1.2], [-0.6, 0.0, -1.1], [-0.4, -0.2, -0.3], [-0.3, 1.2, -1.8], [1.1, 0.0, 1.7], [0.4, 1.2, -0.7], [1.0, -0.1, 1.6], [-0.1, -2.1, 2.2], [0.3, 0.9, -0.8], [-0.1, 0.1, -0.3], [0.4, 0.0, 0.1], [0.1, 0.3, 0.3], [0.4, 0.5, 0.1], [0.0, -0.3, 0.3], [-0.1, 0.0, -0.2], [0.1, 0.0, 0.1], [0.0, -0.2, 0.1]]
}

***

Record 4
{
  "formula": "C11H15NS",
  "method": "the ωB97M-V functional and the def2-TZVPD basis",
  "total_charge": 0,
  "e_lumo_ha": 0.0256,
  "e_homo_ev": -8.2,
  "symbols": ["C", "C", "C", "C", "C", "C", "C", "C", "C", "C", "C", "H", "H", "H", "H", "H", "H", "H", "H", "H", "H", "H", "H", "H", "H", "H", "N", "S"],
  "coordinates": [[-1.360405, 2.033322, -2.098124], [0.773098, 1.092700, -2.398909], [0.246101, -0.375540, -2.063628], [0.165675, -0.442138, -0.506735], [0.295683, -1.881774, 0.209133], [0.159209, -1.838509, 1.784398], [-1.008148, -1.342037, 2.480073], [-0.706184, -1.284188, 3.811926], [1.199959, -2.079551, 2.634265], [0.303872, 0.656137, 0.318688], [0.404840, 2.076926, -0.273488], [-1.508655, 2.981119, -3.280493], [-2.085142, 0.835293, -2.261498], [-1.855980, 2.611392, -0.961208], [1.925353, 0.960215, -2.051072], [0.722461, 1.534069, -3.531867], [1.056778, -1.125236, -2.201740], [-0.625130, -0.669651, -2.530647], [1.363248, -2.183728, -0.009459], [-0.430009, -2.628360, -0.234185], [-1.905972, -1.063741, 2.117661], [-1.440418, -1.131043, 4.539861], [2.192501, -2.507146, 2.639215], [0.200479, 0.473554, 1.469103], [-0.417245, 2.530766, 0.129107], [1.428361, 2.632911, -0.292622], [0.071315, 2.033631, -1.783990], [0.834355, -1.899394, 4.346235]],
  "forces_ev_per_a": [[-2.3, 2.0, 0.9], [3.9, -3.6, -4.2], [3.4, 0.7, 2.5], [0.4, 0.6, 2.2], [0.0, 0.7, 0.1], [0.5, 0.5, -2.0], [4.6, -1.3, 2.3], [-0.4, -0.8, 0.2], [0.4, -0.9, 1.5], [0.0, -1.6, -0.4], [1.7, -1.9, -2.9], [0.0, -3.1, 3.5], [2.5, 3.9, 0.3], [0.9, -1.7, -4.2], [-2.5, 1.2, -0.9], [0.5, -2.3, 1.8], [-0.5, 0.4, -0.8], [-1.8, -0.7, -1.0], [-1.2, -0.1, 0.1], [0.9, 0.8, 0.4], [-2.7, 0.8, -1.4], [-0.9, 0.6, 1.1], [0.0, 0.1, -1.5], [0.6, 0.7, -2.3], [-1.4, 2.3, 1.4], [-1.9, -1.1, 0.9], [-3.1, 2.8, 4.6], [-1.5, 1.0, -2.2]]
}

***

The calculation returns the following total energy values, one per record and in order: -148229.950, -19519.755, -64453.823, -23968.345 eV.
The calculation returns the following energy relative to the best compared isomer or geometry (same formula, charge and spin) values, one per record and in order: 820.3, 0.0, 0.0, 734.3 kJ/mol.